(1)
123
Properties=species:S:1:pos:R:3:forces:R:3:mulliken_spin:R:1 method="wB97M-V/def2-TZVPD" gap_ev="6.243 / 6.268" spin_multiplicity=4 homo_energy_ev="-11.5985 / -11.5988" charge=+2
Cr -0.41513 -0.55578 -0.00324 0.6593 1.0612 -0.0647 3.196
O -0.78559 0.07251 1.92632 0.1112 -0.7102 -0.7742 -0.090
P -0.47731 1.24166 2.83516 0.1130 0.4895 0.4501 0.014
C 1.15247 1.90052 2.32627 -0.6011 -0.0110 -0.3429 0.014
P 0.98844 2.45220 0.57198 0.7827 0.4442 0.2217 -0.011
O 0.11387 1.50063 -0.20767 -0.5236 -1.0038 -0.3794 0.047
C 0.31140 4.11028 0.40999 0.0614 -0.3046 -0.0735 0.001
C 0.86254 5.20108 1.07660 -0.0009 -0.0394 -0.0055 0.000
C 0.40584 6.47535 0.78885 0.0799 0.0219 0.1139 0.000
C -0.57950 6.66279 -0.17206 -0.0455 0.0082 -0.0462 0.000
C -1.10820 5.57757 -0.85550 -0.0050 0.0179 0.0168 0.000
C -0.66382 4.29584 -0.56748 -0.0369 -0.0329 0.1394 -0.002
C 2.67957 2.60537 -0.04277 -0.3097 0.0666 0.0673 0.004
C 2.80657 3.13688 -1.32891 -0.0391 -0.0599 -0.0181 0.001
C 4.06108 3.39296 -1.85103 -0.0044 0.0063 -0.0745 0.000
C 5.19453 3.14504 -1.08501 -0.0149 -0.0140 0.0628 0.000
C 5.07228 2.62353 0.19424 0.0813 -0.0172 -0.0220 0.000
C 3.81672 2.35195 0.71789 -0.0874 -0.0904 0.0552 0.000
C -1.57139 2.66048 2.72629 0.0912 -0.1904 0.1833 0.002
C -2.79104 2.60123 2.06331 0.1393 -0.1263 -0.0775 -0.006
C -3.61545 3.71518 2.03864 -0.0664 0.0161 -0.0322 0.000
C -3.22565 4.88447 2.67482 -0.0088 -0.0337 0.0572 0.000
C -2.01596 4.94006 3.35674 0.0188 0.0241 0.0202 0.000
C -1.19120 3.83011 3.38778 -0.0049 -0.0024 -0.0338 0.000
C -0.50254 0.62495 4.52376 -0.0036 0.1291 -0.2527 0.002
C -1.16406 1.30009 5.54685 0.0364 0.0308 -0.0283 -0.001
C -1.29091 0.70554 6.79293 -0.0120 -0.0174 0.0598 0.000
C -0.76247 -0.55661 7.02072 -0.0081 0.0565 -0.0425 0.000
C -0.08982 -1.22599 6.00548 0.0205 -0.0741 -0.0078 0.000
C 0.03241 -0.64267 4.75743 0.0783 0.0279 -0.0008 0.000
H 1.86045 1.06988 2.35324 0.0649 0.0209 0.0292 -0.001
H 1.50528 2.70797 2.96675 0.0133 0.0092 0.0259 0.000
H 1.65197 5.05956 1.80682 0.0184 0.0359 0.0020 0.000
H 0.82774 7.32658 1.30635 -0.0084 0.0044 -0.0051 0.000
H -0.92680 7.66275 -0.39558 0.0114 0.0019 -0.0106 0.000
H -1.85766 5.72802 -1.62120 -0.0112 0.0176 0.0121 0.000
H -1.05508 3.43740 -1.09828 -0.0274 0.0205 -0.0167 0.001
H 1.91594 3.35555 -1.90819 0.0490 0.0286 -0.0481 -0.001
H 4.16029 3.80604 -2.84613 -0.0196 0.0042 0.0062 0.000
H 6.17489 3.38030 -1.47741 0.0004 -0.0402 -0.0229 0.000
H 5.95453 2.43871 0.79026 0.0247 -0.0391 0.0170 0.000
H 3.74114 1.95469 1.72240 0.0299 0.0108 -0.0015 0.000
H -3.08752 1.68065 1.57801 -0.0011 0.2273 0.0753 0.007
H -4.57290 3.66256 1.53651 0.0163 0.0063 -0.0360 0.000
H -3.87482 5.74978 2.66404 0.0032 0.0072 -0.0283 0.000
H -1.72137 5.84504 3.87088 0.0005 0.0061 -0.0126 0.000
H -0.25900 3.87150 3.94034 0.0136 0.0689 -0.0202 0.000
H -1.59039 2.27777 5.36993 -0.0607 -0.0238 0.0335 0.000
H -1.81723 1.22270 7.58364 0.0124 0.0117 -0.0012 0.000
H -0.88172 -1.02396 7.98880 0.0314 0.0068 0.0095 0.000
H 0.32461 -2.20837 6.18793 0.0025 0.0015 -0.0066 0.000
H 0.53014 -1.17238 3.95367 -0.0086 -0.0479 0.0234 -0.003
N -2.89591 -2.11301 -0.85017 0.1818 0.0956 -0.0713 -0.005
P -2.73474 -0.43824 -0.54625 -1.0929 -0.3557 -0.3829 -0.072
C -4.09146 -0.13905 0.62548 0.3128 0.0704 0.0122 -0.014
C -3.88832 -0.59185 1.93322 -0.0705 -0.0794 -0.0445 0.009
C -4.84588 -0.35666 2.90409 0.0169 -0.0924 0.0209 0.002
C -6.01364 0.32132 2.57587 0.0419 0.0177 -0.0210 -0.003
C -6.22684 0.74935 1.27352 -0.0886 0.0289 0.0328 0.000
C -5.26878 0.52629 0.29492 0.0677 -0.0023 -0.0697 -0.003
C -3.15297 0.39067 -2.07953 0.1717 0.1636 0.1133 0.002
C -3.27794 1.78157 -2.01284 0.0007 -0.0884 0.0337 -0.009
C -3.49692 2.50906 -3.16856 -0.0028 0.0504 0.0084 0.002
C -3.57617 1.85514 -4.39214 0.0272 -0.0321 0.0148 -0.005
C -3.43361 0.47716 -4.45859 -0.0642 0.0106 -0.0721 0.003
C -3.21654 -0.26094 -3.30574 0.0468 -0.0517 0.1163 -0.006
C -2.07656 -2.97843 -0.18251 0.1007 -0.0361 -0.0024 0.039
C -2.30897 -4.35842 -0.17433 0.0411 -0.1520 -0.0030 -0.002
C -1.46956 -5.17805 0.54275 -0.0277 0.1731 -0.0393 0.006
C -0.43868 -4.61025 1.29769 0.0154 0.0523 0.0216 0.005
C -0.27239 -3.25321 1.24041 0.1834 -0.0414 0.0998 0.074
N -1.02868 -2.44002 0.47598 -0.2068 -0.3909 -0.0654 -0.144
H -3.73051 -2.49565 -1.26852 -0.0611 -0.0062 0.0184 -0.001
H -2.96974 -1.10624 2.18908 -0.0048 0.0234 0.0531 0.005
H -4.68112 -0.69793 3.91785 -0.0103 -0.0066 -0.0032 0.000
H -6.75795 0.51291 3.33705 -0.0154 -0.0059 -0.0081 0.000
H -7.14544 1.26030 1.01741 0.0005 0.0034 -0.0118 0.000
H -5.43855 0.87104 -0.71700 -0.0051 0.0035 0.0098 0.000
H -3.20456 2.28414 -1.05257 -0.0249 0.0575 -0.0301 -0.002
H -3.60623 3.58458 -3.12017 -0.0014 0.0021 0.0025 0.000
H -3.74025 2.42451 -5.29696 -0.0126 -0.0060 -0.0054 0.000
H -3.48441 -0.02630 -5.41419 0.0149 -0.0087 0.0048 0.000
H -3.07102 -1.33123 -3.36746 0.0447 0.0160 -0.0411 -0.001
H -3.13743 -4.76232 -0.74003 -0.0083 0.0174 -0.0010 0.000
H -1.61219 -6.25002 0.53426 -0.0538 0.0011 0.0042 0.000
H 0.22036 -5.21532 1.90163 -0.0171 0.0128 0.0336 0.000
H 0.49531 -2.76172 1.82317 -0.0045 -0.0602 -0.0889 -0.018
C 4.40865 -4.95715 -3.07207 -0.0733 -0.0203 -0.0072 0.000
C 3.18122 -5.32784 -3.85508 -0.1219 0.1407 0.1287 0.000
C 3.14660 -6.45260 -4.66349 -0.0226 -0.1050 -0.0630 0.000
C 1.98201 -6.82006 -5.32470 -0.0443 0.2597 0.1311 0.000
Cl 1.96370 -8.24137 -6.30334 0.0162 -0.1244 -0.0836 0.000
C 0.83532 -6.05472 -5.19967 0.0572 -0.1492 -0.0101 0.000
C 0.85589 -4.92089 -4.40276 0.0335 0.1736 0.1068 0.001
C 2.01552 -4.56690 -3.72935 -0.0643 -0.3503 -0.1554 0.000
O 2.08939 -3.47717 -2.88879 0.0214 0.2102 -0.1242 0.000
C 0.95084 -3.14027 -2.14350 -0.3043 0.2937 0.0634 0.026
C 0.09812 -1.98952 -2.73273 0.6202 -0.6351 -0.2929 -0.025
O -0.11601 -1.93933 -3.91903 -0.1309 0.1845 0.1123 0.011
O -0.35468 -1.10858 -1.87521 -0.4565 0.7511 0.9349 -0.044
H 5.22477 -5.64277 -3.28873 0.0322 0.0232 0.0129 0.000
H 4.19668 -4.99068 -2.00126 0.0576 0.0004 0.0114 0.000
H 4.73227 -3.94025 -3.30033 0.0140 -0.0301 -0.0527 0.000
H 4.02647 -7.07541 -4.76046 0.0222 0.0285 -0.0160 0.000
H -0.06877 -6.34453 -5.71655 0.0191 0.0165 -0.0414 0.000
H -0.01918 -4.28849 -4.33532 0.0164 -0.0179 -0.0237 -0.001
H 1.31122 -2.83314 -1.16703 -0.0325 -0.1585 0.1624 0.008
H 0.29020 -4.00699 -2.03534 -0.0261 -0.0461 0.1146 0.002
N 6.23955 -1.62116 -2.14446 -0.2642 -0.0147 -0.1276 0.000
C 5.88212 -1.33700 -0.88991 0.7297 0.1123 0.4115 -0.002
S 6.97685 -1.08451 0.31783 -0.1815 -0.0184 -0.1221 0.003
C 4.43896 -1.16051 -0.60595 -0.5031 0.1725 -0.1311 0.003
C 3.58408 -0.54736 -1.51779 0.1667 -0.0646 0.1475 -0.008
C 2.25736 -0.35574 -1.18709 0.1077 0.0128 -0.0776 0.037
N 1.72052 -0.77215 -0.02859 0.3493 0.1120 0.0364 -0.071
C 2.56319 -1.31638 0.86523 -0.2075 -0.0751 0.1732 0.061
C 3.90232 -1.51908 0.62981 0.0858 -0.0875 -0.0915 -0.007
H 7.22142 -1.72179 -2.34566 0.0214 -0.0076 -0.0209 0.000
H 5.57583 -1.86932 -2.86084 -0.0244 -0.0142 0.0560 0.000
H 3.94701 -0.18662 -2.47024 -0.0405 0.0061 -0.0269 0.000
H 1.59908 0.13544 -1.88651 -0.0773 -0.0037 0.0207 -0.018
H 2.13298 -1.60665 1.81697 0.0527 0.0134 -0.0224 -0.010
H 4.53665 -1.96164 1.38394 0.0006 0.0162 0.0322 0.000


(2)
23
Properties=species:S:1:pos:R:3:forces:R:3:mulliken_spin:R:1 method="wB97M-V/def2-TZVPD" relative_energy_kcal_mol=13.1 gap_ev="12.761 / 5.277" spin_multiplicity=2 homo_energy_ev="-19.3916 / -19.3913" charge=+2
C 0.56876 1.10095 0.54639 0.8597 2.0601 0.6075 0.002
C 1.26051 -0.22043 0.52930 -0.0980 -1.0523 0.5385 0.080
C 0.52756 -1.33798 -0.25160 -0.0175 0.2583 -2.9375 0.220
C -0.80801 -1.72389 0.49343 0.1756 -0.1481 1.5582 0.187
C -0.75042 -2.20113 1.92542 -1.2272 0.6916 -0.5032 0.102
N 0.76321 1.77974 -0.79235 -1.3497 0.4457 0.4263 0.000
H -0.45392 1.18584 0.92161 -0.2655 -0.5941 -0.6403 0.010
H 1.03542 1.82963 1.23493 0.3072 -0.6567 0.0059 0.010
H 1.47107 -0.62330 1.52198 -0.2636 0.3568 0.1949 0.004
H 2.26723 -0.19548 0.05784 -0.4520 0.1841 -0.2125 0.042
H 1.14782 -2.20448 -0.53012 -0.4412 -0.3221 0.7082 0.019
H 0.31534 -0.95877 -1.29593 0.1114 -0.1254 0.9197 0.017
H -1.36960 -2.49809 -0.08083 1.0013 -0.4631 -0.4346 0.103
H -1.36729 -0.77433 0.48826 0.3050 0.0908 0.2326 0.046
H -0.33392 -1.34708 2.47646 -0.2191 0.0845 0.4074 0.059
H -1.82750 -2.22295 2.28919 0.7897 -0.1419 0.3242 0.086
H -0.26390 -3.14415 2.17923 -0.2244 -0.1616 -0.5727 0.013
H 0.12995 1.41265 -1.54215 1.0743 -0.1716 -0.2452 0.001
H 1.77686 1.86270 -0.90418 -0.2286 -0.3093 -0.9983 -0.001
H 0.39240 2.73930 -0.82750 0.1255 0.0774 0.6148 0.000
H -1.09653 3.04177 -3.18315 0.5244 0.2791 -0.0204 0.000
H -2.13191 2.11072 -2.76541 -0.3699 -0.4214 0.3399 0.000
O -1.25313 2.38877 -2.49083 -0.1174 0.0393 -0.3133 0.000


(3)
23
Properties=species:S:1:pos:R:3:forces:R:3:nbo_charge:R:1 method="wB97M-V/def2-TZVPD" relative_energy_kcal_mol=38.2 gap_ev=9.491 spin_multiplicity=1 smiles=CN(C)C[C@@H]([NH3+])CS homo_energy_ev=-12.7910 charge=+1
C 0.78221 -0.09235 2.26538 -0.9586 0.4439 -1.2782 -0.416
N 0.37492 0.78498 1.11520 0.3729 0.8043 0.1912 -0.477
C 1.00574 2.05816 1.38688 1.8867 2.4671 0.3823 -0.461
C 0.61288 0.35763 -0.26351 0.9060 -0.7915 0.4614 -0.244
C -0.38075 -0.73523 -0.71742 0.2000 1.3856 1.1403 -0.054
N -1.77984 -0.10931 -0.50101 0.6575 0.5042 -0.2744 -0.708
C -0.28271 -1.18014 -2.16542 -1.6650 -0.3940 0.4826 -0.517
S -1.65770 -2.43257 -2.46366 1.1027 0.0632 -0.0167 -0.068
H 0.12039 0.22865 3.07414 0.0089 -0.6140 0.0386 0.221
H 1.79598 0.13275 2.60906 0.1407 -0.4912 -0.4045 0.210
H 0.60354 -1.11723 1.91857 0.3098 0.0257 0.8173 0.192
H 2.13979 2.20633 1.42006 -0.6727 -1.6207 -0.3776 0.192
H 0.82601 2.39689 2.40387 -0.8049 -0.1015 0.0889 0.221
H 0.83979 2.92970 0.73435 -1.1148 -0.6321 -0.1769 0.218
H 0.57385 1.24234 -0.89881 -0.0835 -0.0094 -0.1044 0.218
H 1.62603 -0.07619 -0.34917 -0.1647 0.0916 -0.3213 0.211
H -0.28226 -1.52379 0.03188 -0.2914 -0.3167 -0.4803 0.234
H -2.47763 -0.81551 -0.28007 -0.3388 -0.1488 -0.7620 0.451
H -1.80058 0.52018 0.32550 0.7598 -0.0617 -0.2867 0.467
H -1.94601 0.45952 -1.36506 -0.5931 -0.6860 0.9832 0.442
H -0.62781 -0.38418 -2.84035 1.0973 0.1312 0.1313 0.228
H 0.69044 -1.63537 -2.38096 -0.3548 0.4398 -0.1169 0.272
H -0.75629 -3.21528 -3.05947 -0.3997 -0.4894 -0.1174 0.169